Entry 1:
The following is a quantum chemistry calculation of a 2-piece molecular cluster, C2H6N2OS overall at a distorted geometry, from the Open Molecules 2025 dataset.

Computed properties:
**HOMO level**: -7.5 eV
**Frontier orbital gap**: 8.1 eV
**ΔE to the lowest compared entry with this formula, charge and spin**: 3.168 eV

Structure (ORCA input):
```
! wB97M-V def2-TZVPD RIJCOSX def2/J DEFGRID3
* xyz 0 1
C 1.337 0.371 -0.765
C -0.131 -1.322 -0.560
N 0.707 1.561 -0.881
N -1.109 -0.214 1.738
O 2.487 0.080 -0.646
S -1.538 -0.651 0.175
H 0.440 -1.855 0.228
H -0.204 -1.664 -1.602
H -0.309 1.598 -0.775
H 1.074 2.429 -1.313
H -1.418 0.594 2.096
H -1.337 -0.927 2.303
*
```

Charges in e, computed with Löwdin, in the same order as the atoms:
1. C -0.413
2. C -0.393
3. N 0.100
4. N -0.282
5. O 0.044
6. S 0.742
7. H 0.034
8. H 0.035
9. H 0.055
10. H 0.122
11. H -0.016
12. H -0.029

---

Entry 2:
The following is a quantum chemistry calculation of a 4-piece molecular cluster, C4H15N2O5 overall at a distorted geometry, from the Open Molecules 2025 dataset.

Computed properties:
**HOMO level**: -3.6 eV
**Frontier orbital gap**: 6.6 eV
**ΔE to the lowest compared entry with this formula, charge and spin**: 2.952 eV

Structure (ORCA input):
```
! wB97M-V def2-TZVPD RIJCOSX def2/J DEFGRID3
* xyz -1 1
C 0.791 0.978 2.073
N 1.250 -0.375 2.341
C 2.523 -0.817 2.319
O 2.850 -1.975 2.497
C 0.282 1.132 0.630
N -0.747 0.120 0.426
C -2.100 0.701 0.328
O -2.145 1.912 -0.325
H 1.502 1.754 2.379
H -0.074 1.174 2.715
H 0.479 -1.001 2.525
H 3.150 0.067 2.123
H 1.100 1.038 -0.083
H -0.174 2.118 0.497
H -0.566 -0.441 -0.380
H -2.505 0.918 1.336
H -2.728 -0.020 -0.225
H 0.970 -1.222 -0.702
H 0.672 -1.219 -2.302
O 1.214 -1.553 -1.575
H -3.514 2.133 -1.197
H -3.752 1.850 -2.714
O -4.229 2.035 -1.904
H 2.119 -1.385 -4.643
H 1.662 -2.398 -3.632
O 1.346 -1.906 -4.403
*
```

Charges in e, computed with Löwdin, in the same order as the atoms:
1. C -0.199
2. N 0.018
3. C -0.392
4. O -0.017
5. C -0.232
6. N -0.066
7. C -0.456
8. O -0.348
9. H 0.108
10. H 0.113
11. H 0.136
12. H 0.128
13. H 0.105
14. H 0.096
15. H 0.047
16. H 0.088
17. H 0.096
18. H 0.008
19. H 0.033
20. O -0.070
21. H -0.028
22. H -0.009
23. O -0.159
24. H 0.040
25. H 0.023
26. O -0.063

---

Entry 3:
The following is a quantum chemistry calculation of one molecule with the formula C3H3ClN2 at a distorted geometry, from the Open Molecules 2025 dataset.

Computed properties:
**HOMO level**: -7.8 eV
**Frontier orbital gap**: 7.9 eV
**ΔE to the lowest compared entry with this formula, charge and spin**: 2.978 eV

Structure (ORCA input):
```
! wB97M-V def2-TZVPD RIJCOSX def2/J DEFGRID3
* xyz 0 1
C 1.183 -0.505 -0.328
C -0.105 0.034 -0.064
C 1.359 0.601 -2.358
N 1.653 -0.226 -1.514
N -0.651 0.742 -0.979
Cl 1.038 0.664 -3.952
H 1.775 -1.064 0.368
H -0.533 -0.163 0.923
H -1.548 1.160 -0.768
*
```

Charges in e, computed with Löwdin, in the same order as the atoms:
1. C -0.171
2. C -0.253
3. C -0.626
4. N -0.009
5. N 0.076
6. Cl 0.727
7. H 0.091
8. H 0.110
9. H 0.056

---

Entry 4:
The following is a quantum chemistry calculation of C58H90AsF18N6O8 as an isolated structure at a distorted geometry, from the Open Molecules 2025 dataset.

Computed properties:
**HOMO level**: -9.3 eV
**Frontier orbital gap**: 7.5 eV

Structure (ORCA input):
```
! wB97M-V def2-TZVPD RIJCOSX def2/J DEFGRID3
* xyz 1 1
C -1.921 -4.976 -4.804
C -1.001 -5.628 -3.810
C -1.507 -5.244 -2.381
N -0.555 -5.903 -1.280
C 0.936 -5.383 -1.392
C 1.730 -5.792 -0.118
C 1.076 -5.340 1.209
C -0.325 -5.817 1.247
C -1.133 -5.347 0.055
C -0.547 -7.456 -1.379
H -1.883 -3.887 -4.779
H -2.986 -5.200 -4.749
H -1.558 -5.314 -5.775
H -0.067 -5.096 -3.993
H -0.946 -6.713 -3.891
H -2.556 -5.501 -2.240
H -1.514 -4.160 -2.266
H 0.896 -4.298 -1.483
H 1.312 -5.789 -2.331
H 2.709 -5.314 -0.063
H 1.996 -6.849 -0.116
H 1.113 -4.254 1.291
H 1.628 -5.812 2.022
H -0.720 -5.424 2.183
H -0.377 -6.903 1.322
H -1.174 -4.258 0.058
H -2.173 -5.633 0.212
H -1.567 -7.730 -1.646
H -0.165 -7.893 -0.456
H 0.070 -7.705 -2.243
C -1.114 1.356 6.492
C -1.515 2.731 6.130
C -1.675 3.036 4.557
C -3.136 2.628 4.144
N -3.562 2.791 2.590
C -5.065 2.566 2.439
C -5.207 1.041 2.245
C -4.109 0.725 1.267
C -2.938 1.710 1.660
C -3.212 4.285 2.074
C -3.833 5.390 2.947
C -3.965 6.836 2.286
H -1.153 1.153 7.562
H -0.087 1.166 6.182
H -1.793 0.615 6.069
H -0.813 3.449 6.555
H -2.447 2.955 6.649
H -0.792 2.550 4.141
H -1.480 4.079 4.307
H -3.731 3.293 4.770
H -3.306 1.581 4.391
H -5.486 3.123 1.602
H -5.523 2.912 3.365
H -6.222 0.832 1.906
H -5.070 0.420 3.130
H -4.373 0.959 0.235
H -3.879 -0.340 1.257
H -2.576 2.221 0.769
H -2.099 1.312 2.230
H -3.552 4.298 1.038
H -2.124 4.236 2.111
H -3.337 5.502 3.911
H -4.843 5.126 3.262
H -3.817 6.647 1.223
H -3.114 7.501 2.434
H -4.832 7.459 2.507
As 0.127 -0.649 -0.248
F -0.776 -1.275 1.190
F 0.781 0.727 0.712
F 1.023 -0.078 -1.687
F -0.362 -2.075 -1.158
F -1.308 0.205 -0.825
F 1.582 -1.550 0.227
N 5.050 0.684 1.418
C 4.588 0.563 0.099
C 5.396 1.395 -0.690
C 6.465 1.819 0.138
C 6.125 1.542 1.463
H 4.601 0.200 2.183
H 3.733 -0.049 -0.144
H 5.406 1.365 -1.769
H 7.347 2.320 -0.233
H 6.607 1.811 2.391
N -1.184 -0.532 -3.686
C -1.908 0.230 -4.560
C -1.770 -0.207 -5.823
C -0.857 -1.327 -5.789
C -0.583 -1.517 -4.495
H -1.047 -0.383 -2.696
H -2.385 1.133 -4.208
H -2.170 0.222 -6.730
H -0.480 -1.931 -6.601
H 0.076 -2.246 -4.047
N 1.924 2.071 3.140
C 2.879 2.973 3.632
C 3.173 2.552 4.930
C 2.480 1.376 5.203
C 1.615 1.163 4.111
H 1.562 2.078 2.198
H 3.134 3.800 2.987
H 3.859 3.006 5.630
H 2.529 0.717 6.057
H 0.873 0.411 3.885
N 3.137 -2.689 2.452
C 3.066 -3.295 3.691
C 4.360 -3.555 4.216
C 5.218 -3.073 3.252
C 4.511 -2.595 2.174
H 2.360 -2.261 1.968
H 2.102 -3.577 4.087
H 4.581 -3.935 5.202
H 6.289 -3.150 3.369
H 4.801 -2.143 1.237
C -2.022 5.227 -2.413
C -1.707 3.879 -2.099
C -2.789 3.020 -1.809
C -4.057 3.532 -1.676
C -4.306 4.847 -1.841
C -3.281 5.681 -2.329
H -1.214 5.862 -2.745
H -0.685 3.537 -2.157
H -2.565 1.982 -1.614
H -4.836 2.869 -1.329
H -5.312 5.239 -1.823
H -3.581 6.645 -2.714
C 2.765 2.105 -3.972
C 1.916 0.865 -4.515
O 1.537 1.068 -5.921
C 2.502 0.873 -6.905
O 3.685 0.665 -6.656
C 1.867 0.959 -8.341
F 2.627 1.800 -9.015
F 1.963 -0.204 -8.972
F 0.554 1.333 -8.304
H 3.223 1.874 -3.010
H 2.116 2.975 -3.872
H 3.690 2.204 -4.538
H 0.947 0.801 -4.021
H 2.330 -0.128 -4.345
C -0.039 8.185 0.651
C -0.374 6.683 0.758
O 0.634 5.901 0.019
C 0.973 4.651 0.454
O 0.508 3.994 1.398
C 2.034 3.992 -0.475
F 2.300 4.729 -1.499
F 3.146 3.730 0.189
F 1.594 2.842 -0.918
H 0.998 8.232 0.982
H -0.688 8.756 1.316
H -0.113 8.566 -0.368
H -1.324 6.419 0.293
H -0.407 6.425 1.817
C 4.870 -3.387 -1.711
C 4.032 -2.202 -2.294
O 3.916 -2.197 -3.745
C 3.193 -3.042 -4.405
O 2.251 -3.739 -3.930
C 3.502 -3.098 -5.916
F 3.780 -4.374 -6.313
F 2.466 -2.594 -6.601
F 4.586 -2.335 -6.235
H 4.836 -3.510 -0.628
H 5.950 -3.273 -1.810
H 4.573 -4.380 -2.047
H 4.605 -1.288 -2.143
H 3.076 -2.138 -1.775
C -4.116 -3.109 1.398
C -4.267 -3.209 2.923
O -3.004 -3.281 3.533
C -2.377 -2.152 4.025
O -2.773 -0.996 3.916
C -1.077 -2.497 4.751
F -1.327 -2.315 6.064
F -0.773 -3.782 4.496
F -0.093 -1.585 4.390
H -3.411 -2.328 1.113
H -5.169 -2.957 1.160
H -3.696 -4.014 0.959
H -4.772 -4.163 3.074
H -4.933 -2.474 3.376
*
```

These are the Löwdin partial charges, in e, on atoms 1 to 99:
1. C -0.101
2. C -0.221
3. C -0.084
4. N -0.185
5. C -0.060
6. C -0.134
7. C -0.190
8. C -0.195
9. C -0.112
10. C 0.047
11. H 0.060
12. H 0.081
13. H 0.088
14. H 0.096
15. H 0.106
16. H 0.128
17. H 0.114
18. H 0.114
19. H 0.114
20. H 0.109
21. H 0.114
22. H 0.103
23. H 0.126
24. H 0.117
25. H 0.113
26. H 0.117
27. H 0.120
28. H 0.107
29. H 0.092
30. H 0.098
31. C -0.113
32. C -0.237
33. C -0.131
34. C -0.050
35. N -0.149
36. C -0.104
37. C -0.154
38. C -0.131
39. C -0.043
40. C -0.068
41. C -0.192
42. C -0.058
43. H 0.086
44. H 0.054
45. H 0.061
46. H 0.112
47. H 0.100
48. H 0.090
49. H 0.094
50. H 0.116
51. H 0.111
52. H 0.136
53. H 0.122
54. H 0.122
55. H 0.104
56. H 0.104
57. H 0.082
58. H 0.095
59. H 0.120
60. H 0.107
61. H 0.102
62. H 0.098
63. H 0.097
64. H 0.051
65. H 0.058
66. H 0.077
67. As 0.904
68. F -0.278
69. F -0.259
70. F -0.247
71. F -0.257
72. F -0.253
73. F -0.278
74. N 0.015
75. C -0.133
76. C -0.120
77. C -0.112
78. C -0.118
79. H 0.126
80. H 0.079
81. H 0.082
82. H 0.089
83. H 0.106
84. N 0.039
85. C -0.161
86. C -0.092
87. C -0.102
88. C -0.174
89. H 0.065
90. H 0.101
91. H 0.097
92. H 0.103
93. H 0.093
94. N 0.011
95. C -0.101
96. C -0.123
97. C -0.115
98. C -0.159
99. H 0.085

---

Repeat the third record exactly.
The following is a quantum chemistry calculation of one molecule with the formula C3H3ClN2 at a distorted geometry, from the Open Molecules 2025 dataset.

Computed properties:
**HOMO level**: -7.8 eV
**Frontier orbital gap**: 7.9 eV
**ΔE to the lowest compared entry with this formula, charge and spin**: 2.978 eV

Structure (ORCA input):
```
! wB97M-V def2-TZVPD RIJCOSX def2/J DEFGRID3
* xyz 0 1
C 1.183 -0.505 -0.328
C -0.105 0.034 -0.064
C 1.359 0.601 -2.358
N 1.653 -0.226 -1.514
N -0.651 0.742 -0.979
Cl 1.038 0.664 -3.952
H 1.775 -1.064 0.368
H -0.533 -0.163 0.923
H -1.548 1.160 -0.768
*
```

Charges in e, computed with Löwdin, in the same order as the atoms:
1. C -0.171
2. C -0.253
3. C -0.626
4. N -0.009
5. N 0.076
6. Cl 0.727
7. H 0.091
8. H 0.110
9. H 0.056